Entry 1:
The following is a quantum chemistry calculation of a 6-piece molecular cluster, C40H90BrN5 overall, from OMol25.

Geometry (Å):
C1 24.9479 28.2265 -3.8255
C2 25.0136 29.7054 -4.2071
C3 23.9868 30.4699 -3.3582
N1 24.0348 31.9823 -3.3899
C4 23.5699 32.4379 -4.7366
C5 23.2238 32.5969 -2.2342
C6 23.8586 33.9418 -1.9089
C7 25.1356 33.9875 -2.7682
C8 25.4227 32.5461 -3.1083
H1 25.1747 27.9545 -2.7983
H2 25.7306 27.7106 -4.3917
H3 24.0226 27.8688 -4.2790
H4 24.9142 29.8193 -5.2892
H5 25.9761 30.1967 -4.0197
H6 24.2809 30.2434 -2.3296
H7 22.9562 30.1539 -3.5042
H8 22.7549 31.8069 -5.0841
H9 24.3869 32.4093 -5.4508
H10 23.1642 33.4411 -4.6245
H11 22.1740 32.5944 -2.5172
H12 23.3373 31.8508 -1.4474
H13 23.2192 34.7200 -2.3246
H14 24.0991 34.1922 -0.8808
H15 24.9023 34.4745 -3.7189
H16 26.0088 34.5275 -2.4111
H17 26.0914 32.4409 -3.9599
H18 25.7899 31.9548 -2.2662
C9 30.1567 30.8783 -5.6490
C10 29.4952 29.6786 -4.9693
C11 30.1521 29.3151 -3.6415
N2 29.3895 28.2924 -2.8097
C12 28.8081 27.2118 -3.6917
C13 28.3773 29.0071 -1.9581
C14 29.1553 29.5849 -0.7696
C15 30.4673 28.7518 -0.6801
C16 30.3074 27.7026 -1.7708
H19 31.2192 30.6320 -5.7420
H20 30.2216 31.8106 -5.0783
H21 29.7431 31.1884 -6.6042
H22 29.5188 28.8033 -5.6154
H23 28.4357 29.9093 -4.8015
H24 30.2929 30.1568 -2.9646
H25 31.1433 28.9155 -3.8629
H26 27.9825 27.6397 -4.2511
H27 28.3795 26.4922 -2.9957
H28 29.6184 26.8975 -4.3398
H29 27.8682 28.1686 -1.4693
H30 27.6869 29.6354 -2.5073
H31 28.6049 29.5832 0.1705
H32 29.3489 30.6591 -0.8558
H33 30.4355 28.2894 0.3033
H34 31.3537 29.3712 -0.7644
H35 29.8567 26.7839 -1.4018
H36 31.2675 27.4813 -2.2341
C17 25.5667 24.4411 -5.9490
C18 24.1974 23.7689 -5.8899
C19 23.1914 24.6467 -5.2072
N3 21.7374 24.1364 -5.3752
C20 21.6527 22.6964 -4.9794
C21 21.1921 24.3008 -6.7789
C22 19.7276 24.7291 -6.6052
C23 19.4338 24.7843 -5.1102
C24 20.8180 24.9481 -4.4746
H37 26.3170 23.7870 -6.3838
H38 25.8521 24.6557 -4.9076
H39 25.5439 25.4100 -6.4462
H40 24.1848 22.7463 -5.5121
H41 23.8411 23.6314 -6.9213
H42 23.1750 25.6098 -5.7198
H43 23.2646 24.7767 -4.1279
H44 20.6127 22.3792 -5.0046
H45 22.0455 22.6477 -3.9649
H46 22.2286 22.0471 -5.6302
H47 21.3394 23.4169 -7.3908
H48 21.6708 25.1554 -7.2534
H49 19.0344 24.0362 -7.0845
H50 19.6287 25.6797 -7.1227
H51 18.9068 23.9682 -4.6232
H52 18.8203 25.6647 -4.9102
H53 20.7533 24.4434 -3.5116
H54 21.2196 25.9521 -4.3832
C25 29.9888 18.1612 -0.7057
C26 29.1927 19.0495 -1.6753
C27 29.7607 20.4600 -1.7369
N4 28.8853 21.4228 -2.5215
C28 27.4815 21.5073 -1.9873
C29 29.4631 22.8136 -2.5985
C30 28.9408 23.4042 -3.9167
C31 28.3835 22.2383 -4.7387
C32 28.8220 20.9693 -3.9981
H55 29.3844 17.3118 -0.3942
H56 30.3053 18.6342 0.2265
H57 30.9073 17.8032 -1.1708
H58 28.1588 18.9349 -1.3462
H59 29.2450 18.6606 -2.6936
H60 30.7439 20.5353 -2.1953
H61 29.8051 20.9122 -0.7438
H62 27.0117 22.4175 -2.3656
H63 27.5331 21.4814 -0.9044
H64 26.9243 20.6596 -2.3801
H65 29.0894 23.3449 -1.7253
H66 30.5424 22.6865 -2.6122
H67 28.2608 24.2432 -3.7791
H68 29.8242 23.8658 -4.3669
H69 27.2947 22.2783 -4.7261
H70 28.7884 22.2998 -5.7445
H71 28.1352 20.1366 -4.0520
H72 29.8750 20.8228 -4.2319
C33 20.1147 19.5217 3.3352
C34 21.6314 19.7104 3.2433
C35 21.8532 21.0216 2.4797
N5 23.2764 21.2940 1.9959
C36 24.1715 21.4225 3.2149
C37 23.4066 22.5474 1.1584
C38 24.0977 22.1494 -0.1564
C39 24.7749 20.8312 0.1942
C40 23.7830 20.1608 1.1097
H73 19.7266 19.2816 2.3429
H74 19.5631 20.3452 3.7802
H75 19.8817 18.6228 3.9078
H76 22.1140 18.9077 2.6833
H77 22.1054 19.6665 4.2242
H78 21.5547 21.9266 3.0044
H79 21.2991 20.9343 1.5433
H80 25.1775 21.4630 2.8028
H81 24.0475 20.5484 3.8445
H82 23.9431 22.3438 3.7406
H83 23.9353 23.3147 1.7258
H84 22.4281 23.0226 1.0723
H85 24.7642 22.9377 -0.5263
H86 23.3040 22.0558 -0.9024
H87 25.7064 21.0477 0.7260
H88 25.0147 20.2328 -0.6817
H89 24.0268 19.2987 1.7170
H90 22.9242 19.9870 0.4539
Br1 25.9702 25.1229 -2.0121

The value obtained for the relative energy (zero: lowest compared OMol25 entry of this formula, charge and spin) is 27.0 kcal per mole. As for the HOMO energy: -0.591 Eh. The calculation puts the strongest force on any atom at 2.232 eV Å⁻¹. The HOMO-LUMO gap is 8.76 eV. The total energy is -120399.800 eV. As for the charge: +4.



Entry 2:
The following is a quantum chemistry calculation of C40H94O37P5V as an isolated structure, from OMol25.

Geometry (Å):
O1 -5.7128 -9.7501 12.6071
V1 -6.3506 -11.0224 11.8295
O2 -6.2803 -12.2921 12.7581
O3 -8.4640 -11.5784 8.3042
C1 -7.7365 -11.3737 9.4336
O4 -7.4744 -12.3358 10.1487
O5 -7.3310 -10.2948 9.9118
H1 -8.5579 -12.5262 8.4242
C2 -6.5946 -15.5602 11.4907
O6 -7.7833 -15.7811 12.2596
P1 -8.9852 -16.5914 11.5805
O7 -10.1439 -16.7763 12.5379
O8 -9.3634 -15.7234 10.2992
C3 -10.1519 -14.4808 10.3403
O9 -8.3737 -17.9781 10.9938
C4 -8.7017 -19.2289 11.5817
H2 -6.6729 -16.0054 10.4989
H3 -5.6845 -15.9278 11.9646
H4 -6.6784 -14.4770 11.4016
H5 -9.5621 -13.6896 10.8031
H6 -11.0398 -14.7255 10.9233
H7 -10.3959 -14.2368 9.3064
H8 -9.3037 -19.1574 12.4876
H9 -7.8507 -19.8478 11.8664
H10 -9.1724 -19.8771 10.8425
C5 -4.5014 -13.7974 8.6564
O10 -4.0807 -12.4743 8.4117
P2 -3.5266 -11.4381 9.5580
O11 -4.4004 -11.3559 10.7850
O12 -3.4317 -10.0459 8.7713
C6 -4.4290 -9.6754 7.7464
O13 -1.9768 -11.9380 9.8236
C7 -0.9653 -11.9989 8.8428
H11 -5.4740 -14.0792 8.2529
H12 -4.5573 -14.1590 9.6831
H13 -3.7757 -14.4195 8.1326
H14 -4.7135 -8.6612 8.0267
H15 -5.2853 -10.3389 7.6255
H16 -3.8383 -9.6684 6.8304
H17 -0.5219 -12.9722 8.6322
H18 -0.1778 -11.3027 9.1314
H19 -1.2829 -11.7147 7.8396
C8 -3.1299 -6.4741 18.2818
O14 -2.4837 -6.2999 16.9922
P3 -1.4649 -7.4172 16.4463
O15 -2.0126 -8.7413 16.2084
O16 -0.3019 -7.4094 17.5800
C9 0.4694 -6.2575 17.7952
O17 -0.7608 -6.6457 15.2149
C10 -1.4760 -6.3411 14.0465
H20 -2.5801 -7.0864 18.9966
H21 -4.1196 -6.9248 18.2093
H22 -3.1932 -5.5125 18.7913
H23 0.2242 -5.3956 17.1746
H24 1.4913 -6.4723 17.4826
H25 0.5271 -6.0396 18.8616
H26 -0.8961 -6.7087 13.1999
H27 -1.6450 -5.2818 13.8530
H28 -2.4744 -6.7782 14.0372
C11 -10.7381 -8.4313 8.0188
O18 -10.3272 -7.2501 8.5492
P4 -9.6468 -6.0553 7.6236
O19 -9.8790 -6.1707 6.1576
O20 -10.2423 -4.6563 8.3059
C12 -11.6291 -4.2808 8.0301
O21 -8.1109 -6.1087 8.0371
C13 -7.2788 -7.2041 7.7549
H29 -11.4146 -8.9400 8.7056
H30 -9.9487 -9.0960 7.6679
H31 -11.3677 -8.2213 7.1541
H32 -12.2832 -4.3058 8.9017
H33 -12.0908 -4.8014 7.1911
H34 -11.5529 -3.2509 7.6812
H35 -7.4460 -8.0065 8.4733
H36 -6.2154 -6.9677 7.7175
H37 -7.4180 -7.6212 6.7575
C14 -10.5726 -13.9098 14.0741
O22 -9.4927 -13.0968 13.6464
P5 -9.7835 -11.6090 13.0048
O23 -8.5364 -10.8034 12.8117
O24 -10.7007 -11.7961 11.6519
C15 -11.1728 -10.6437 11.0284
O25 -10.8587 -10.9804 14.0547
C16 -10.3979 -10.5218 15.3495
H38 -10.3184 -14.9650 14.1745
H39 -11.3953 -13.9336 13.3595
H40 -10.9351 -13.5821 15.0484
H41 -12.1606 -10.4618 11.4520
H42 -11.2010 -10.8277 9.9544
H43 -10.5943 -9.7210 11.0735
H44 -11.1795 -10.5232 16.1092
H45 -9.9086 -9.5478 15.3497
H46 -9.6865 -11.2485 15.7419
O26 -3.2661 -16.4774 10.4978
C17 -2.2583 -16.7920 11.1056
O27 -1.5126 -15.9700 11.8853
C18 -1.7756 -14.5695 11.9980
C19 -3.1388 -14.1387 12.6115
C20 -1.5991 -18.2119 11.0236
H47 -1.6296 -14.0526 11.0496
H48 -0.9668 -14.1755 12.6134
H49 -3.0238 -13.0741 12.8154
H50 -3.4808 -14.5273 13.5707
H51 -3.9097 -14.2910 11.8561
H52 -1.7679 -18.7948 10.1181
H53 -2.0174 -18.7483 11.8754
H54 -0.5261 -18.1840 11.2132
O28 -7.0593 -10.2032 16.6623
C21 -6.0230 -10.7864 16.4282
O29 -5.8673 -12.0909 16.1328
C22 -6.9448 -12.9638 16.4157
C23 -6.8113 -14.1363 15.4714
C24 -4.6826 -10.0930 16.2980
H55 -7.9145 -12.5139 16.2025
H56 -6.9031 -13.1853 17.4821
H57 -5.7839 -14.3558 15.1810
H58 -7.3397 -13.9070 14.5461
H59 -7.2972 -15.0457 15.8252
H60 -4.5676 -9.3756 17.1106
H61 -4.6333 -9.6336 15.3108
H62 -3.8986 -10.8487 16.3479
O30 -11.7344 -5.9958 13.9030
C25 -11.6558 -7.1679 13.6042
O31 -10.7289 -7.6489 12.7151
C26 -9.7275 -6.7865 12.1044
C27 -8.6187 -7.6325 11.4879
C28 -12.6290 -8.1746 13.9579
H63 -9.1841 -6.1888 12.8362
H64 -10.2784 -6.1851 11.3812
H65 -8.9787 -8.0434 10.5447
H66 -8.2680 -8.3388 12.2405
H67 -7.7846 -7.0325 11.1244
H68 -12.3247 -8.6770 14.8761
H69 -12.7101 -8.9578 13.2042
H70 -13.6206 -7.7558 14.1292
O32 -4.0022 -4.6322 12.4646
C29 -4.2206 -3.8747 13.3985
O33 -5.1537 -4.0866 14.3586
C30 -6.0613 -5.2144 14.2167
C31 -5.4263 -6.4758 14.6148
C32 -3.4536 -2.5937 13.6094
H71 -6.3430 -5.3428 13.1716
H72 -7.0047 -5.1197 14.7544
H73 -6.3061 -7.0847 14.8229
H74 -4.9429 -6.4152 15.5899
H75 -4.8470 -7.0298 13.8762
H76 -2.8292 -2.5679 14.5025
H77 -4.1085 -1.7244 13.6688
H78 -2.9396 -2.3397 12.6824
O34 -3.5886 -6.6207 8.5862
C33 -3.4693 -6.9740 9.7836
O35 -2.3881 -6.9950 10.5097
C34 -1.1949 -6.3292 9.9603
C35 -0.4367 -7.1345 8.8936
C36 -4.6404 -7.3481 10.5919
H79 -0.5038 -6.0861 10.7674
H80 -1.3522 -5.3231 9.5716
H81 -0.9130 -7.0344 7.9183
H82 -0.2439 -8.1788 9.1396
H83 0.5419 -6.6697 8.7732
H84 -5.3967 -7.8160 9.9617
H85 -5.1141 -6.3936 10.8214
H86 -4.3668 -7.8697 11.5091
O36 1.9032 -10.0519 11.0834
C37 1.3742 -9.0839 11.6320
O37 0.1519 -9.0962 12.3012
C38 -0.6571 -10.2634 12.4359
C39 -2.0656 -9.7978 12.6129
C40 2.0530 -7.7032 11.5747
H87 -0.4184 -10.9196 13.2729
H88 -0.5776 -11.0665 11.7032
H89 -2.4471 -9.3213 11.7098
H90 -2.1060 -9.0523 13.4070
H91 -2.7495 -10.6145 12.8443
H92 2.9089 -7.7243 12.2493
H93 1.2764 -6.9685 11.7872
H94 2.3326 -7.5261 10.5362

As for the HOMO energy: -0.360 Eh. The calculation puts the strongest force on any atom at 3.807 eV Å⁻¹. The HOMO-LUMO gap is 9.50 eV. The total energy is -190906.385 eV.



> What is the HOMO-LUMO gap in the second record?

9.50 eV